(1)
21
Properties=species:S:1:pos:R:3:forces:R:3 method="wB97M-V/def2-TZVPD" energy_ha=-1185.5230 max_force_ha_per_bohr=0.104 total_charge=-1 homo_energy_ev=-3.769 de_lowest_kcal_mol=0.00
C -1.120982 -1.840673 -0.238484 1.5 3.4 0.4
C 0.288538 -1.805077 -0.139163 0.5 0.3 0.2
C -1.094146 0.602336 0.338681 0.7 -3.0 -1.7
C -1.769582 -0.592746 -0.033281 0.3 -1.2 0.8
C 0.250752 0.644593 0.164612 4.6 -2.1 -1.4
C 1.041404 -0.644837 -0.041157 -4.5 2.9 0.3
C -3.249106 -0.513545 -0.066690 0.4 -1.4 3.8
O 3.235325 -0.661116 1.203022 0.6 0.6 0.6
O 3.347412 -1.163224 -1.178782 -0.2 0.4 0.2
O 2.829156 1.125184 -0.508640 0.2 -2.1 0.4
Si 1.592067 2.123378 0.113232 0.3 2.6 1.4
S 2.759240 -0.379762 -0.115338 0.1 -1.5 -1.2
H -1.568239 -2.724306 -0.614005 -0.8 -0.7 0.2
H 0.809114 -2.717396 -0.059151 0.6 -1.3 -0.5
H -1.657639 1.470523 0.408445 -1.0 1.6 0.5
H -3.599430 -0.725044 -0.984608 -1.5 -0.6 -3.3
H -3.717997 -1.274145 0.657639 0.6 1.1 -0.9
H -3.509127 0.462083 0.250127 -0.8 0.9 0.2
H 1.106648 3.030468 -0.891217 -1.3 0.2 -0.8
H 2.850756 3.296840 0.205233 -0.6 -0.8 0.3
H 1.175837 2.286457 1.529517 0.2 0.6 0.5


(2)
19
Properties=species:S:1:pos:R:3:forces:R:3 method="wB97M-V/def2-TZVPD" energy_ha=-344.1816 max_force_ha_per_bohr=0.179 smiles=NCCOCCN homo_energy_ev=-8.448 de_lowest_kcal_mol=127.62
C -2.199873 -0.366693 0.284843 -0.6 -0.7 -2.7
C -0.829097 -0.020159 -0.296843 1.7 -2.7 6.7
C 1.350134 -1.042880 -0.359979 -2.2 8.9 -0.2
C 2.191660 0.036241 0.521078 -5.6 -4.9 4.2
H -4.186778 0.473192 0.153736 4.3 1.6 -1.1
H -2.811407 1.541578 0.440493 -0.1 1.1 0.8
H -2.214883 -0.708110 1.376862 0.2 0.7 -1.5
H -2.518737 -1.245825 -0.442687 0.4 1.4 2.0
H -0.214220 0.710360 0.201554 -0.9 1.6 0.3
H -0.742898 0.093786 -1.263773 -0.4 0.7 -5.2
H 1.634898 -1.939302 -0.298465 3.2 -6.9 0.2
H 1.472951 -0.542741 -1.359162 -0.5 -1.0 0.1
H 1.260571 0.285562 1.405436 3.1 -0.7 -1.9
H 2.973519 -0.634011 0.937815 -0.1 1.1 0.3
H 1.804258 1.811205 -0.469283 3.0 -2.3 0.7
H 3.442436 0.760427 -0.714550 -2.6 2.5 1.1
N -3.054880 0.787166 -0.151642 -4.3 -3.1 1.4
N 2.629461 1.163652 -0.040536 2.1 3.2 -4.2
O 0.012883 -1.163449 0.075109 -0.7 -0.2 -0.9


(3)
108
Properties=species:S:1:pos:R:3:forces:R:3 method="wB97M-V/def2-TZVPD" s_squared=0.755 energy_ha=-4467.0746 multiplicity=2 max_force_ha_per_bohr=0.017 homo_energy_ev="-6.318 / -6.073" de_lowest_kcal_mol=0.00
Ru -0.448890 -1.003142 0.671353 -0.4 0.2 -0.7
C -3.544520 -2.142829 0.949341 0.0 0.0 0.1
O -2.149861 -2.399912 0.777312 0.0 -0.1 -0.2
C -1.775520 -3.687792 0.466539 0.0 0.0 0.1
C -2.624793 -4.773214 0.625185 0.0 0.0 0.0
C -2.178602 -6.044480 0.296358 0.0 0.0 0.0
C -0.890601 -6.233574 -0.179902 0.0 0.0 0.0
C -0.039894 -5.151126 -0.315749 0.0 0.0 0.0
C -0.470714 -3.870245 0.003372 -0.1 0.0 0.1
N 0.364158 -2.716947 -0.058849 0.0 -0.1 0.0
N 1.531306 -2.944230 -0.460498 0.0 0.0 0.0
C 2.492753 -1.966814 -0.475240 0.0 0.0 0.0
C 2.354090 -0.620451 -0.049995 0.1 0.0 0.0
O 1.296588 -0.042748 0.379969 0.1 0.1 0.2
C 3.525889 0.223412 -0.097869 0.0 0.0 0.0
C 4.723297 -0.225753 -0.522466 0.0 0.0 0.0
C 4.896846 -1.576979 -0.961754 0.0 0.0 0.0
C 6.155499 -2.045464 -1.383477 0.0 0.0 0.0
C 6.324120 -3.343011 -1.791600 0.0 0.0 0.0
C 5.217802 -4.206479 -1.790623 0.0 0.0 0.0
C 3.981921 -3.769993 -1.382213 0.0 0.0 0.0
C 3.783337 -2.440205 -0.947740 0.0 0.0 0.0
H -4.121537 -2.720324 0.227490 0.0 0.0 0.0
H -3.688581 -1.083466 0.777569 0.0 0.0 0.0
H -3.850139 -2.387495 1.967463 0.0 0.0 0.0
H -3.619566 -4.640938 1.022352 0.0 0.0 0.0
H -2.842901 -6.888475 0.426098 0.0 0.0 0.0
H -0.541788 -7.226722 -0.428621 0.0 0.0 0.0
H 0.975677 -5.278225 -0.658649 0.0 0.0 0.0
H 3.389449 1.239173 0.248413 0.0 0.0 0.0
H 5.582746 0.435308 -0.526533 0.0 0.0 0.0
H 6.992345 -1.356479 -1.376988 0.0 0.0 0.0
H 7.294215 -3.697601 -2.113695 0.0 0.0 0.0
H 5.338156 -5.231893 -2.117606 0.0 0.0 0.0
H 3.140104 -4.445661 -1.388477 0.0 0.0 0.0
C -0.430373 5.858211 -2.536781 0.0 0.0 0.0
S -2.156852 5.418134 -2.831566 0.0 0.0 0.0
C -2.759708 5.187694 -1.131753 0.0 0.0 0.0
C -2.824397 3.736139 -0.668098 0.0 0.0 0.0
C -1.440545 3.108866 -0.615035 0.0 0.0 0.0
N -1.382779 1.701088 -0.219485 0.0 0.2 -0.2
P -1.313365 1.005372 1.336841 -0.2 0.0 0.1
C -0.502120 2.270632 2.348856 0.1 0.0 0.0
C 0.881557 2.214114 2.497497 0.0 0.0 0.0
C 1.544792 3.200353 3.213334 0.0 0.0 0.0
C 0.831493 4.247714 3.779172 0.0 0.0 0.0
C -0.549595 4.305373 3.639969 0.0 0.0 0.0
C -1.215783 3.317293 2.931446 0.0 0.0 0.0
C -3.000298 1.004530 2.025247 0.0 0.0 0.0
C -3.146529 0.534942 3.332560 0.0 0.0 0.0
C -4.409917 0.384852 3.880394 0.0 0.0 0.0
C -5.539559 0.691795 3.129493 0.0 0.0 0.0
C -5.400253 1.146605 1.826879 0.0 0.0 0.0
C -4.133011 1.300454 1.275958 0.0 0.0 0.0
P -1.048219 0.394226 -1.270196 0.3 -0.1 0.5
C -2.373267 0.596370 -2.510421 0.0 -0.2 0.0
C -3.575235 -0.077075 -2.296447 0.0 0.0 0.0
C -4.664881 0.143059 -3.124329 0.0 0.0 0.0
C -4.558793 1.040150 -4.179460 0.0 0.0 0.0
C -3.362475 1.704573 -4.407919 0.0 0.0 0.0
C -2.270468 1.479498 -3.582059 0.0 0.0 0.0
C 0.440594 0.822471 -2.231342 -0.1 0.0 -0.1
C 0.804104 -0.068276 -3.239534 0.0 0.0 0.0
C 1.972389 0.120479 -3.961382 0.0 0.0 0.0
C 2.791345 1.205090 -3.680092 0.0 0.0 0.0
C 2.444584 2.086428 -2.666682 0.0 0.0 0.0
C 1.278388 1.893121 -1.939349 0.0 0.0 0.0
H 0.007926 6.074863 -3.509638 0.0 0.0 0.0
H 0.129570 5.044947 -2.076943 0.0 0.0 0.0
H -0.361351 6.750852 -1.916535 0.0 0.0 0.0
H -3.753456 5.633461 -1.097038 0.0 0.0 0.0
H -2.119963 5.778466 -0.471657 0.0 0.0 0.0
H -3.457333 3.162729 -1.352364 0.0 0.0 0.0
H -3.292372 3.709092 0.319526 0.0 0.0 0.0
H -0.803958 3.690014 0.062539 0.0 0.0 0.0
H -1.004372 3.185556 -1.611641 0.0 0.0 0.0
H 1.430839 1.383326 2.075760 0.0 0.0 0.0
H 2.617389 3.130797 3.345253 0.0 0.0 0.0
H 1.349474 5.013002 4.343466 0.0 0.0 0.0
H -1.109414 5.113441 4.093731 0.0 0.0 0.0
H -2.295453 3.357943 2.841660 0.0 0.0 0.0
H -2.266280 0.263980 3.907229 0.0 0.0 0.0
H -4.514477 0.020250 4.894394 0.0 0.0 0.0
H -6.525761 0.571669 3.559661 0.0 0.0 0.0
H -6.276738 1.379284 1.234896 0.0 0.0 0.0
H -4.029701 1.621692 0.247925 0.0 0.0 0.0
H -3.655160 -0.777247 -1.471977 0.0 0.0 0.0
H -5.593333 -0.385879 -2.950512 0.0 0.0 0.0
H -5.408037 1.216940 -4.826973 0.0 0.0 0.0
H -3.278314 2.407492 -5.226531 0.0 0.0 0.0
H -1.341476 2.004116 -3.767378 0.0 0.0 0.0
H 0.174548 -0.926217 -3.454070 0.0 0.0 0.0
H 2.248406 -0.583861 -4.735418 0.0 0.0 0.0
H 3.707830 1.351361 -4.237101 0.0 0.0 0.0
H 3.094877 2.918212 -2.425330 0.0 0.0 0.0
H 1.050664 2.550071 -1.110486 0.0 0.0 0.0
Te 0.288171 -1.767185 3.083068 0.0 -0.1 0.2
S 3.240595 0.077725 3.852872 0.2 0.1 0.0
C 3.896165 -1.419943 3.631287 -0.1 0.0 0.0
N 4.385418 -1.908620 2.492747 -0.2 -0.1 -0.1
C 4.891884 -3.270122 2.494169 0.1 0.0 0.0
C 4.193923 -3.957910 3.659592 0.0 0.0 0.0
S 3.984148 -2.638511 4.894385 0.0 0.0 0.0
H 4.252140 -1.382744 1.640788 0.1 0.1 0.0
H 5.976413 -3.264267 2.642628 0.0 0.0 0.0
H 4.672622 -3.747716 1.539034 0.0 0.0 0.0
H 4.784547 -4.770912 4.074698 0.0 0.0 0.0
H 3.206217 -4.319651 3.374311 0.0 0.0 0.0


(4)
12
Properties=species:S:1:pos:R:3:forces:R:3 method="wB97M-V/def2-TZVPD" energy_ha=-360.5517 max_force_ha_per_bohr=0.058 smiles="O=C1NC[C@H]2O[C@@H]12" homo_energy_ev=-9.106 de_lowest_kcal_mol=73.84
O 1.546204 -0.950445 1.871923 -0.2 0.7 -0.3
C 0.789785 -0.390796 1.095707 -0.3 0.0 -0.2
N -0.364113 -0.940552 0.613434 -0.1 -0.5 0.2
C -0.811892 -0.470678 -0.665684 -0.1 -0.1 0.2
C -0.397793 0.969279 -0.768450 1.4 -0.4 0.3
O -0.237272 1.769199 0.319927 0.5 -0.5 1.6
C 0.974665 0.915416 0.390574 -1.6 0.0 -2.5
H -0.555322 -1.881010 0.900099 -0.1 -0.3 0.1
H -1.860008 -0.733414 -0.834441 -0.1 0.4 0.1
H -0.236035 -0.900583 -1.508575 -0.2 -0.3 0.3
H -0.884726 1.429584 -1.682315 1.8 0.0 0.6
H 2.036506 1.184000 0.267802 -1.0 1.0 -0.3


(5)
19
Properties=species:S:1:pos:R:3:forces:R:3 method="wB97M-V/def2-TZVPD" energy_ha=-335.1164 max_force_ha_per_bohr=0.125 homo_energy_ev="-6.964 / -7.244" de_lowest_kcal_mol=131.65
B -0.028549 -0.125344 -0.563912 -1.3 1.2 0.4
C -3.004528 -0.202870 -0.370615 -0.1 -2.6 -3.4
C 0.553485 0.472130 0.818213 0.6 0.7 -3.0
C 1.082162 -0.588043 -1.542426 -0.4 0.7 -0.5
C 2.004634 0.021798 0.618353 0.2 -1.4 0.6
C 2.367611 -0.115383 -0.881399 -2.3 2.8 0.5
C -3.073075 0.397506 0.938459 -3.8 5.1 -0.3
O -3.646600 -0.993525 -1.032027 1.2 2.3 2.1
H 0.528644 1.587841 0.945593 -0.5 -1.0 -0.2
H 0.096196 -0.047981 1.595939 -0.8 -0.4 1.7
H 0.901134 -1.638123 -1.562649 0.2 -1.4 0.0
H 1.101909 -0.282202 -2.597674 -0.6 -0.1 0.3
H 2.627855 0.635300 1.259333 0.7 -0.1 -0.2
H 2.044738 -1.053870 0.970391 0.2 1.1 0.0
H 3.143805 -0.782746 -0.950834 2.2 -1.2 -0.7
H 2.480693 0.865706 -1.430256 0.9 -0.8 1.0
H -2.698168 1.526889 0.902441 -0.6 -2.5 -0.1
H -4.113340 0.448134 1.466553 1.7 -0.5 -0.9
H -2.368605 -0.125219 1.416524 2.6 -1.9 2.6


(6)
72
Properties=species:S:1:pos:R:3:forces:R:3 method="wB97M-V/def2-TZVPD" s_squared=4.030 energy_ha=-2664.5404 multiplicity=4 max_force_ha_per_bohr=0.044 total_charge=+2 homo_energy_ev="-13.649 / -14.412"
C -0.514444 3.052989 -2.214360 1.1 -1.5 0.1
H -1.126295 3.288044 -1.347483 -0.6 0.6 0.2
H -0.001524 3.937994 -2.621837 -0.1 -0.5 0.4
H 0.245255 -0.345468 -0.020918 -0.8 -1.2 -0.7
C -1.258540 2.202927 -3.254345 0.2 0.0 0.5
H -0.617255 1.546096 -3.877596 0.1 0.5 0.3
H -1.902578 1.529198 -2.677519 -0.3 -0.3 -0.2
C -2.107246 3.119281 -4.120271 -0.5 0.1 0.2
H -2.513775 2.631870 -5.002505 0.0 -0.1 0.0
H -2.941184 3.473692 -3.504309 0.1 0.1 -0.3
H -1.514452 3.983338 -4.420081 -0.1 0.0 -0.1
C 2.240106 0.233572 -0.425219 -0.2 1.2 -0.5
C 2.062456 0.372234 -1.858404 1.2 0.9 0.8
C 2.188646 1.774769 -2.179720 0.6 -0.1 0.7
C 2.258070 2.505088 -0.926859 0.7 -0.7 -0.6
C 2.335064 1.544207 0.142761 0.4 -0.8 -1.2
C 2.789853 1.824253 1.524094 -0.4 0.1 0.7
C 2.602350 3.949204 -0.783987 -0.2 0.4 0.0
C 2.483975 2.334768 -3.532294 -0.3 0.3 -0.5
C 2.162349 -0.763318 -2.813479 -0.5 -0.3 -0.3
C 2.618155 -1.021632 0.268474 -0.2 -0.7 0.4
Cr 0.348258 1.505595 -1.102901 -0.4 1.1 -0.7
H 2.365007 4.318346 0.221632 0.1 0.0 -0.3
H 3.682171 4.095652 -0.945647 -0.3 -0.1 0.0
H 2.066036 4.574989 -1.506507 0.2 -0.1 0.1
H 2.514623 2.836534 1.833165 0.1 -0.1 0.0
H 2.338623 1.126780 2.238739 0.2 0.1 -0.1
H 3.884201 1.726799 1.611350 -0.3 0.0 -0.2
H 2.190249 -1.901374 -0.226956 0.1 0.1 0.1
H 3.714772 -1.155651 0.289008 -0.4 0.2 -0.1
H 2.274581 -1.022189 1.311471 0.1 -0.1 -0.1
H 1.852817 -0.463706 -3.819084 0.1 -0.1 0.1
H 3.197392 -1.131421 -2.868602 -0.2 0.1 0.1
H 1.524411 -1.597501 -2.492466 0.2 0.1 -0.1
H 1.933687 3.266042 -3.725556 0.2 -0.2 0.1
H 3.559498 2.565993 -3.637935 -0.4 -0.2 0.2
H 2.228990 1.624122 -4.330775 0.1 0.2 0.2
O -0.646865 -0.799670 -0.270955 1.3 1.8 0.4
P -1.132707 -1.440400 1.133814 -0.2 0.4 -1.5
C -0.218920 -2.967978 1.070399 0.5 -0.4 1.0
C 0.355564 -3.499411 2.240265 -0.2 -0.2 -0.4
C 0.952725 -4.757752 2.205164 0.1 0.1 0.0
C 1.040813 -5.462324 1.002405 -0.1 0.2 0.0
C 0.544295 -4.899515 -0.180161 0.0 0.2 0.2
C -0.078341 -3.652667 -0.153729 -0.2 0.0 0.0
C -0.691377 -0.219546 2.370894 -0.4 -0.4 1.0
C -0.675885 -0.683627 3.705783 0.2 0.2 -0.2
C -0.309361 0.162500 4.749843 -0.1 0.0 -0.1
C -0.050660 1.509629 4.493521 0.0 -0.1 -0.3
C -0.172040 1.998504 3.184471 -0.1 0.1 0.1
C -0.499919 1.153660 2.125757 -0.1 0.0 -0.3
C -2.881455 -1.599324 0.933703 -0.3 0.0 0.6
C -3.731370 -0.949557 1.847341 0.0 -0.2 -0.1
C -5.109681 -1.124229 1.742377 0.0 0.0 -0.1
C -5.638068 -1.930752 0.729040 0.3 0.1 0.1
C -4.787026 -2.572359 -0.179502 0.2 0.1 -0.1
C -3.405945 -2.403194 -0.088879 -0.2 -0.1 0.1
H 0.337313 -2.923259 3.160722 0.0 -0.3 -0.1
H 1.346929 -5.177629 3.131008 0.0 0.1 -0.3
H 1.503318 -6.449234 0.982250 -0.1 0.3 0.0
H 0.631000 -5.427032 -1.130237 0.0 0.1 0.3
H -0.452260 -3.218039 -1.086326 0.1 -0.2 0.4
H -0.982020 -1.710437 3.924289 0.2 0.4 0.0
H -0.243472 -0.240831 5.757985 -0.1 0.2 -0.2
H 0.228159 2.181570 5.309178 -0.1 -0.2 -0.3
H -0.014777 3.061659 2.992022 -0.1 -0.3 0.1
H -0.661706 1.612676 1.118911 0.1 -0.5 0.8
H -3.305421 -0.323034 2.633204 -0.2 -0.2 -0.2
H -5.763853 -0.625772 2.457812 0.1 -0.2 -0.2
H -6.717792 -2.059633 0.647520 0.3 0.0 0.0
H -5.196468 -3.208886 -0.964943 0.1 0.2 0.2
H -2.737033 -2.896224 -0.798027 -0.3 0.1 0.2